# 1
Here is C23H48GdNOP3Se as an isolated structure in a non-equilibrium geometry from OMol25. Energies are from ωB97M-V with the def2-TZVPD basis set.

CARTESIAN COORDINATES (ANGSTROEM)
Gd 0.4748 0.1352 0.1979
P -2.6079 0.2386 0.0558
P -0.4160 -2.5300 0.3968
P -0.1032 2.4172 -1.4211
H 6.3371 -2.6967 -4.1141
C 6.7686 -1.6989 -3.9263
C 6.9513 -1.2930 -2.6455
H 6.8278 -2.0093 -1.8127
C -3.5584 -0.2496 -1.4419
C -3.5004 -0.7188 1.3437
C -3.2888 1.9185 0.3441
C 1.2043 -3.2901 -0.0152
C -0.8465 -3.3692 1.9515
C -1.5398 -3.3903 -0.7635
C 1.5856 2.5777 -2.1351
C -0.2987 4.0731 -0.6690
C -1.1118 2.5828 -2.9394
H 7.0445 -1.1895 -4.8681
H 7.3012 -0.2894 -2.3623
H -4.6353 -0.1559 -1.2407
H -3.3363 -1.2834 -1.7293
H -3.2871 0.3927 -2.2885
H -4.5679 -0.4516 1.3359
H -3.0847 -0.4825 2.3333
H -3.3990 -1.7998 1.1785
H -4.3653 1.8576 0.5631
H -3.1382 2.5707 -0.5270
H -2.7794 2.3774 1.2024
H 1.1886 -4.3120 0.3878
H 2.0298 -2.7208 0.4433
H 1.3340 -3.3036 -1.1057
H -1.0824 -4.4173 1.7227
H -1.7185 -2.8918 2.4198
H -0.0072 -3.3357 2.6592
H -1.5428 -4.4674 -0.5431
H -1.2032 -3.2232 -1.7966
H -2.5584 -2.9938 -0.6632
H 1.6621 3.5943 -2.5438
H 1.7448 1.8268 -2.9202
H 2.3509 2.4334 -1.3610
H 0.0800 4.8442 -1.3510
H 0.2631 4.1277 0.2746
H -1.3554 4.2662 -0.4473
H -0.8772 3.5480 -3.4134
H -2.1799 2.5438 -2.6876
H -0.8816 1.7619 -3.6346
C 1.4389 -1.1322 -3.6025
C 2.6856 -1.4184 -3.0135
C 3.8010 -1.5545 -3.8108
C 3.7359 -1.5412 -5.2014
C 2.4858 -1.3460 -5.8171
C 1.3661 -1.1257 -5.0194
Se -0.0752 -0.8001 -2.5693
H 2.1912 0.1036 -0.5299
H 2.8206 -1.4781 -1.9371
H 4.7516 -1.6583 -3.3105
H 4.6640 -1.6785 -5.7455
H 2.3689 -1.3528 -6.9053
H 0.3894 -0.9389 -5.4679
O 0.0179 0.7621 2.1699
C -0.2724 0.9744 3.4073
C -0.4663 2.3560 3.9376
C -1.9154 2.6313 4.3441
C -2.2994 2.0424 5.7121
C -2.2339 0.5262 5.7932
C -0.8142 -0.0206 5.6309
N -0.3785 -0.0608 4.2289
H 0.1959 2.4982 4.8109
H -0.1475 3.0417 3.1405
H -2.0695 3.7163 4.4177
H -2.6194 2.2699 3.5770
H -1.6335 2.4685 6.4780
H -3.3273 2.3525 5.9469
H -2.6206 0.2074 6.7724
H -2.8994 0.0778 5.0444
H -0.1063 0.5659 6.2345
H -0.7968 -1.0491 5.9988
H -0.1141 -0.9630 3.8421

Values from the calculation:
Multiplicity: 8
HOMO (alpha / beta) in hartree: -0.58490 / -0.58379
Energy relative to the best compared isomer or geometry (same formula, charge and spin) in kcal per mole: 0.0
Net charge: +3
⟨S²⟩: 16.108

Löwdin atomic charge list, values in e, 6 entries: atom 1 (Gd): 0.90, atom 2 (P): 0.77, atom 3 (P): 0.67, atom 4 (P): 0.67, atom 5 (H): 0.07, atom 6 (C): -0.10



# 2
Here is an isolated molecule of C27H34N4O2 in a non-equilibrium geometry from OMol25. Energies are from ωB97M-V with the def2-TZVPD basis set.

CARTESIAN COORDINATES (ANGSTROEM)
C 0.8185 3.0187 -2.6710
C 0.5877 4.3106 -1.8940
C 0.3697 5.4792 -2.8509
C -0.6267 4.1678 -0.9567
C -0.3557 3.2043 0.1590
N -0.7105 1.9562 -0.0772
C -0.5097 0.9815 0.8118
N -0.9703 -0.2437 0.4355
C -0.5017 -1.5042 0.9563
C 0.5464 -2.1094 0.0031
N -0.0243 -2.2616 -1.3126
C -0.3182 -3.4209 -1.9586
O -0.9150 -3.4201 -3.0152
C 0.1729 -4.7061 -1.2931
C -0.1431 -5.8879 -2.1663
C -1.3128 -6.6113 -1.9822
C -1.6164 -7.6786 -2.8085
C -0.7538 -8.0318 -3.8313
C 0.4124 -7.3117 -4.0248
C 0.7148 -6.2457 -3.1972
C -0.5209 -1.0075 -1.8463
C -1.5490 -0.4058 -0.8853
C 0.0752 1.2839 2.0684
C 0.2631 0.3647 3.1130
N 0.4356 -0.3226 4.0204
C 0.4632 2.6126 2.3217
C 0.2627 3.5883 1.3543
C 0.6422 5.0194 1.6245
O 1.3841 5.2207 2.8006
C 0.9385 4.4754 3.9286
C 1.8586 4.8892 5.0765
C -0.5198 4.7865 4.2880
C 1.1026 2.9773 3.6275
H 0.9348 2.1813 -1.9883
H 1.7143 3.0966 -3.2829
H -0.0281 2.8120 -3.3218
H 1.4771 4.5154 -1.2876
H 1.2181 5.5808 -3.5237
H -0.5244 5.3166 -3.4487
H 0.2534 6.4122 -2.3038
H -0.8857 5.1456 -0.5490
H -1.4701 3.7919 -1.5375
H -0.0728 -1.3869 1.9474
H -1.3591 -2.1835 1.0247
H 0.8963 -3.0597 0.3987
H 1.4014 -1.4236 -0.0630
H 1.2517 -4.6327 -1.1383
H -0.3208 -4.8147 -0.3247
H -1.9932 -6.3362 -1.1884
H -2.5304 -8.2338 -2.6551
H -0.9912 -8.8638 -4.4780
H 1.0874 -7.5796 -4.8246
H 1.6231 -5.6815 -3.3553
H -0.9723 -1.2131 -2.8173
H 0.3165 -0.3127 -1.9708
H -1.8766 0.5681 -1.2431
H -2.4059 -1.0810 -0.7985
H 1.2789 5.4053 0.8227
H -0.2769 5.6320 1.6448
H 1.6660 4.2787 5.9540
H 1.6933 5.9344 5.3224
H 2.8956 4.7687 4.7757
H -0.7546 4.3572 5.2582
H -0.6657 5.8633 4.3376
H -1.2067 4.3704 3.5540
H 0.6836 2.3813 4.4399
H 2.1713 2.7470 3.5654

Values from the calculation:
Multiplicity: 1
SMILES: CC(C)Cc1nc(N2CCN(C(=O)Cc3ccccc3)CC2)c(C#N)c2c1COC(C)(C)C2
HOMO in hartree: -0.29801
Energy relative to the best compared isomer or geometry (same formula, charge and spin) in kcal per mole: 0.2

Löwdin atomic charge list, values in e, 6 entries: atom 1 (C): -0.07, atom 2 (C): -0.42, atom 3 (C): -0.08, atom 4 (C): -0.11, atom 5 (C): -0.21, atom 6 (N): 0.17



# 3
Here is an isolated molecule of C4H8O2 in a non-equilibrium geometry from OMol25. Energies are from ωB97M-V with the def2-TZVPD basis set.

CARTESIAN COORDINATES (ANGSTROEM)
C 1.5584 -0.2466 -0.2644
C 0.4119 -0.2233 0.7139
C -0.6055 0.8764 0.6284
O -0.6831 1.3995 -0.6697
C -0.8705 -0.8123 0.3231
O -1.2190 -1.0650 -0.9775
H 2.0953 -1.1912 -0.1465
H 1.2268 -0.1839 -1.3039
H 2.2555 0.5728 -0.0767
H 0.6951 -0.4088 1.7428
H -1.5301 0.6406 1.1526
H -0.7945 2.3474 -0.6723
H -1.4050 -1.4855 1.0095
H -1.1351 -0.2200 -1.4592

Values from the calculation:
Multiplicity: 1
SMILES: C[C@H]1[C@@H](O)[C@H]1O
HOMO in hartree: -0.29516
Energy relative to the best compared isomer or geometry (same formula, charge and spin) in kcal per mole: 82.0

Löwdin atomic charge list, values in e, 6 entries: atom 1 (C): -0.04, atom 2 (C): -0.31, atom 3 (C): -0.17, atom 4 (O): -0.05, atom 5 (C): -0.26, atom 6 (O): -0.01



# 4
Here is a 11-piece molecular cluster, C50H89F3N12O18S2 overall in a non-equilibrium geometry from OMol25. Energies are from ωB97M-V with the def2-TZVPD basis set.

CARTESIAN COORDINATES (ANGSTROEM)
C 3.5888 -0.6237 2.7224
C 2.3098 -0.3139 2.8646
C 1.3042 -1.4185 2.7346
C 0.6539 -1.8790 3.8517
C -0.2582 -2.8629 3.6678
C -0.5337 -3.4129 2.4300
C 0.1098 -2.9857 1.2960
C -0.2874 -3.6277 -0.0182
C 0.8874 -4.0666 -0.9362
C 0.3274 -5.0685 -1.9068
F -0.2905 -4.5777 -2.9978
C 0.3636 -6.3940 -1.7041
F -0.7360 -7.1283 -1.7798
F 1.4611 -7.0470 -1.3917
C 1.0310 -1.9676 1.4723
S 1.8968 -1.2662 0.0727
C 1.0565 0.3639 -0.0223
C 2.0038 1.4983 -0.3550
O 2.0177 2.4828 0.3489
O 2.8188 1.4766 -1.4609
C 4.1447 1.0123 -1.0788
C 4.6700 -0.1621 -1.9223
C 3.6762 -0.7098 -2.9503
O 5.0770 -1.2132 -1.0086
C 5.6023 -2.3068 -1.6287
O 6.5501 -2.2010 -2.3756
C 5.0402 -3.6876 -1.3519
S 4.0754 -4.3922 -2.7361
C -1.6030 -4.4658 2.5939
O -1.9713 -5.3536 1.8715
N -2.1231 -4.2212 3.8994
C -3.4850 -3.6569 3.8870
C -3.5055 -2.1563 3.4784
C -4.3516 -1.7800 2.2424
C -5.2839 -0.5957 2.5376
C -6.2399 -0.3743 1.3618
O -5.6823 0.5943 0.4908
C -6.4687 0.8797 -0.6372
C -5.8591 0.3324 -1.9416
C -1.1787 -3.5496 4.6733
O -1.1168 -3.4819 5.8782
H 3.8734 -1.6690 2.7692
H 4.3382 0.1307 2.5206
H 1.9947 0.7096 3.0465
H 0.8171 -1.4630 4.8389
H -0.8952 -4.5138 0.1606
H -0.9207 -2.9289 -0.5767
H 1.7562 -4.4522 -0.4031
H 1.1622 -3.2007 -1.5382
H 0.5961 0.5567 0.9411
H 0.2654 0.2776 -0.7692
H 4.8222 1.8648 -1.1463
H 4.1104 0.7014 -0.0296
H 5.5648 0.1855 -2.4438
H 3.0414 0.0573 -3.3930
H 4.2595 -1.1349 -3.7722
H 3.0539 -1.4935 -2.5140
H 5.8718 -4.3669 -1.1688
H 4.4034 -3.7239 -0.4648
H 4.2183 -3.5118 -3.7459
H -4.0635 -4.2274 3.1563
H -4.0111 -3.7946 4.8316
H -3.9830 -1.6242 4.3083
H -2.5088 -1.7264 3.3687
H -3.7201 -1.5005 1.3927
H -4.9770 -2.6120 1.9010
H -5.9188 -0.7782 3.4109
H -4.7402 0.3400 2.6896
H -6.4039 -1.3101 0.8063
H -7.2215 -0.0192 1.7116
H -6.5765 1.9697 -0.7714
H -7.4851 0.4661 -0.5870
H -4.7676 0.4037 -1.9276
H -6.2026 0.8900 -2.8238
H -6.1505 -0.7077 -2.1216
O 0.4590 3.3258 -3.0156
C 0.9093 4.4440 -2.8118
N 1.7673 4.6691 -1.7926
C 0.5498 5.6377 -3.6640
H 2.1597 5.5672 -1.5828
H 2.0174 3.8772 -1.2184
H -0.5268 5.7933 -3.6187
H 0.8417 5.4403 -4.6948
H 1.0487 6.5461 -3.3284
O 6.3838 -1.0191 3.5416
C 7.2119 -1.9024 3.4456
N 7.4910 -2.4683 2.2346
C 7.9851 -2.4373 4.6241
H 8.1652 -3.1998 2.1057
H 6.9832 -2.1274 1.4338
H 7.2838 -2.8390 5.3535
H 8.5490 -1.6227 5.0757
H 8.6802 -3.2255 4.3364
O -1.6332 1.5807 1.2063
C -1.6163 2.5559 1.9386
N -0.5962 3.4439 1.8439
C -2.6875 2.8370 2.9557
H -0.5150 4.2692 2.4070
H 0.1163 3.2406 1.1591
H -2.7332 2.0135 3.6676
H -3.6417 2.9274 2.4403
H -2.4988 3.7598 3.5022
O 1.0758 0.5735 6.1931
C 2.0492 0.4023 6.9068
N 3.2918 0.7736 6.5054
C 1.9551 -0.2301 8.2733
H 4.1136 0.6458 7.0645
H 3.3835 1.1935 5.5958
H 1.5419 -1.2328 8.1733
H 1.2944 0.3709 8.8958
H 2.9268 -0.3007 8.7608
O 3.6641 0.5991 -6.6126
C 3.1370 1.5610 -6.0859
N 1.8849 1.4902 -5.5663
C 3.8238 2.9007 -5.9646
H 1.4214 2.2635 -5.1182
H 1.4040 0.6092 -5.6299
H 4.0657 3.2661 -6.9612
H 4.7425 2.7771 -5.3936
H 3.1970 3.6386 -5.4630
O -6.7368 0.9062 -4.7118
C -7.0757 0.8346 -5.8812
N -8.3874 0.7309 -6.2274
C -6.0863 0.8562 -7.0152
H -8.7035 0.6694 -7.1765
H -9.0666 0.7131 -5.4857
H -5.4018 0.0169 -6.9050
H -5.5236 1.7851 -6.9802
H -6.5741 0.7833 -7.9867
O 1.7202 -5.2258 8.8465
C 0.7533 -5.8233 8.4062
N 0.0509 -5.3507 7.3484
C 0.2651 -7.1247 8.9988
H -0.7488 -5.8146 6.9626
H 0.3511 -4.4862 6.9369
H 0.0039 -6.9625 10.0431
H 1.0631 -7.8627 8.9379
H -0.6093 -7.5112 8.4756
O -3.8586 2.7707 -8.1848
C -3.0858 3.5612 -7.6748
N -2.2649 3.1886 -6.6584
C -2.9772 4.9986 -8.1213
H -1.6169 3.8115 -6.2148
H -2.3174 2.2352 -6.3412
H -3.9444 5.4822 -7.9959
H -2.6966 5.0218 -9.1727
H -2.2331 5.5516 -7.5486
O 11.3332 0.2146 2.4714
C 11.0453 -0.1743 1.3570
N 9.8236 -0.7135 1.0911
C 12.0024 -0.0946 0.1918
H 9.5497 -1.0450 0.1851
H 9.1673 -0.7776 1.8498
H 12.8976 -0.6663 0.4296
H 12.2733 0.9467 0.0277
H 11.5675 -0.4914 -0.7254
O -6.7294 4.3479 -1.4498
C -7.0802 4.2791 -2.6136
N -8.3917 4.1629 -2.9485
C -6.1045 4.3117 -3.7591
H -8.7152 4.1005 -3.8947
H -9.0637 4.1366 -2.2008
H -5.4176 3.4732 -3.6536
H -5.5466 5.2468 -3.7300
H -6.6050 4.2340 -4.7240
O -4.8634 4.7973 1.2762
C -5.0490 4.2826 0.1835
N -6.1893 3.6033 -0.0967
C -4.0348 4.3559 -0.9318
H -6.3743 3.1645 -0.9833
H -6.8813 3.5371 0.6294
H -3.1048 3.8979 -0.5956
H -3.8548 5.4018 -1.1771
H -4.3741 3.8385 -1.8286

Values from the calculation:
Multiplicity: 1
HOMO in hartree: -0.24499
Energy relative to the best compared isomer or geometry (same formula, charge and spin) in kcal per mole: 125.4

Löwdin atomic charge list, values in e, 6 entries: atom 1 (C): 0.00, atom 2 (C): -0.15, atom 3 (C): -0.20, atom 4 (C): 0.06, atom 5 (C): -0.07, atom 6 (C): -0.04